# C36H41N7O3S2Sm

C36H41N7O3S2Sm as an isolated structure at a distorted geometry (the ωB97M-V functional and the def2-TZVPD basis, the OMol25 dataset).

```
90
Properties=species:S:1:pos:R:3:forces:R:3
Sm 0.15497 0.12651 -0.48552 0.22 -4.06 -1.36
N 3.81872 6.35042 -3.38125 -0.06 0.03 0.00
C 3.14712 5.51661 -2.53428 -0.06 -0.14 0.04
C 3.52837 4.17241 -2.40625 0.05 0.04 -0.04
C 2.82764 3.32019 -1.58194 0.00 -0.05 0.15
C 1.73098 3.80138 -0.87924 0.08 -0.48 0.11
C 1.33292 5.12867 -0.98817 -0.07 0.00 0.13
C 2.03969 5.98159 -1.80320 0.00 0.00 -0.01
S 0.80037 2.72465 0.13016 -0.16 2.22 -0.01
O 1.58828 1.48413 0.33576 1.34 1.33 0.70
O 0.37698 3.37166 1.33455 0.10 0.15 -0.01
N -0.47738 2.32052 -0.81196 0.48 0.94 0.12
C -1.59628 2.09170 -0.05166 -1.15 0.52 1.15
N -2.72585 2.74032 -0.33974 0.20 0.11 -0.23
C -3.74270 2.60090 0.49735 0.02 0.01 -0.02
C -3.68017 1.80011 1.62820 0.13 -0.03 0.03
C -2.50948 1.09310 1.80560 -0.06 -0.20 0.15
N -1.47432 1.19942 0.97316 -0.65 0.92 -0.10
H 4.71927 6.07533 -3.72768 0.02 0.02 -0.01
H 3.63577 7.33653 -3.33932 0.05 0.02 0.00
H 4.38373 3.80350 -2.95911 0.00 0.00 0.01
H 3.13458 2.28937 -1.45740 0.03 0.01 -0.10
H 0.48487 5.47608 -0.41175 0.01 0.08 -0.06
H 1.74864 7.02158 -1.87888 -0.02 0.00 -0.01
H -4.63359 3.16862 0.25060 -0.04 -0.06 0.03
H -4.49939 1.71346 2.32527 -0.01 0.04 0.00
H -2.38133 0.41510 2.64137 -0.03 -0.02 -0.02
C 3.54668 -4.33669 -1.67240 0.07 0.04 0.07
C 3.87356 -4.86545 -0.29711 -0.19 0.06 -0.04
C 4.98751 -5.69479 -0.16003 -0.01 -0.03 0.05
C 5.27483 -6.35456 1.01966 0.07 0.01 -0.02
C 4.42761 -6.21080 2.10877 -0.01 -0.05 0.02
C 3.34483 -5.36089 2.01640 0.03 0.17 0.03
C 3.08458 -4.65309 0.84116 0.29 -0.12 -0.04
N 1.93895 -3.81099 0.87158 -0.20 -0.06 -0.02
C 1.76181 -2.53896 0.43683 -0.01 0.00 0.23
N 2.85283 -1.85664 0.02148 0.20 0.00 0.04
C 2.98936 -0.97382 -1.10509 -0.32 -0.10 -0.60
C 1.88958 -0.66649 -1.94014 0.80 -0.14 0.03
C 2.23666 0.05185 -3.10090 -0.13 -0.31 0.08
C 3.53945 0.41004 -3.41974 -0.03 0.13 -0.13
C 4.55913 0.15022 -2.52088 -0.08 -0.07 0.02
C 4.30022 -0.54130 -1.34500 0.09 0.12 0.26
C 5.39992 -0.76154 -0.33492 -0.07 -0.02 -0.14
N 0.58496 -1.95755 0.51733 0.21 -0.57 -0.15
C -0.58140 -2.73624 0.74408 -0.03 -0.16 0.17
C -1.36637 -2.41127 1.85089 0.16 -0.06 -0.05
C -2.54022 -3.09714 2.11732 -0.07 -0.02 0.03
C -2.94891 -4.10950 1.26245 -0.05 0.01 0.03
C -2.18674 -4.41283 0.14358 0.02 0.03 -0.01
C -1.00237 -3.74134 -0.14517 -0.03 0.03 0.00
C -0.23378 -4.07229 -1.39489 -0.09 0.06 0.10
H 3.67329 -5.14044 -2.39816 0.00 0.01 0.00
H 4.21716 -3.52919 -1.97306 -0.04 0.08 0.02
H 2.52598 -3.97322 -1.75454 0.02 0.08 0.01
H 5.62264 -5.84951 -1.02434 -0.03 0.00 -0.02
H 6.14368 -6.99574 1.08269 -0.01 -0.01 0.00
H 4.61348 -6.75591 3.02406 -0.01 0.02 0.01
H 2.68034 -5.22804 2.86278 0.05 0.03 0.02
H 1.18601 -4.14997 1.45195 -0.06 -0.01 -0.03
H 3.72542 -2.28314 0.29464 -0.01 -0.10 0.03
H 1.45751 0.30170 -3.81773 -0.02 0.09 0.04
H 3.75279 0.92806 -4.34734 0.00 -0.01 0.00
H 5.57093 0.47874 -2.72711 0.01 0.00 0.00
H 6.25458 -0.13337 -0.57830 0.04 -0.04 0.03
H 5.75344 -1.79845 -0.31252 -0.01 -0.01 0.02
H 5.05962 -0.49406 0.66740 0.06 -0.02 0.03
H -1.01425 -1.62861 2.51342 0.01 -0.02 0.03
H -3.11967 -2.86262 3.00122 -0.01 0.03 -0.02
H -3.85559 -4.66398 1.46734 0.00 0.00 -0.01
H -2.52130 -5.18980 -0.53440 0.02 -0.01 0.00
H -0.86209 -4.63065 -2.08774 -0.01 0.03 -0.03
H 0.63553 -4.69157 -1.17096 -0.02 -0.01 -0.02
H 0.11997 -3.15976 -1.88383 0.05 -0.04 -0.02
C -3.63794 -2.63555 -2.64885 0.01 0.08 0.04
C -4.18390 -1.73621 -1.55303 0.32 0.14 -0.03
S -3.18075 -0.23644 -1.30938 -0.89 -0.48 -0.68
O -1.76847 -0.78892 -1.20210 -0.48 -0.21 -0.35
C -3.27160 0.52488 -2.98777 0.09 0.07 0.24
C -1.97327 0.35807 -3.76045 -0.04 -0.17 0.06
H -4.07338 -3.62977 -2.55736 -0.01 0.00 0.00
H -2.55669 -2.72431 -2.54256 -0.01 -0.08 -0.05
H -3.87404 -2.25463 -3.64206 0.03 -0.01 -0.01
H -4.12840 -2.22673 -0.57873 -0.05 0.03 0.02
H -5.20935 -1.40935 -1.73165 0.00 0.07 0.06
H -3.47151 1.57840 -2.79200 -0.05 0.00 -0.02
H -4.12066 0.08828 -3.51143 -0.04 -0.02 0.06
H -1.14018 0.81676 -3.22835 0.02 0.06 -0.06
H -2.06122 0.85369 -4.72621 -0.04 0.04 0.01
H -1.74064 -0.69151 -3.93156 0.05 0.01 0.00
```
Forces are in eV/Å.

Expectation value of S²: 8.7613
Energy relative to the best compared isomer or geometry (same formula, charge and spin), kJ/mol: 0.0
Net charge: +1
Kohn-Sham gap (spin up / spin down), eV: 7.909 / 7.931
2S+1: 6
LUMO energy (spin up / spin down), eV: -2.280 / -2.277
E, eV: -94141.948



# C36H41N7O4S2Zr

C36H41N7O4S2Zr as an isolated structure (the ωB97M-V functional and the def2-TZVPD basis, the OMol25 dataset).

```
91
Properties=species:S:1:pos:R:3:forces:R:3
Zr 0.26850 0.55030 -0.05478 0.21 -0.52 -0.23
C 5.80440 -2.99682 2.08704 -0.01 -0.02 -0.01
C 4.78334 -4.09509 1.97486 0.04 0.05 -0.03
C 5.15329 -5.43661 1.99708 -0.02 -0.01 0.00
C 4.21116 -6.44814 1.89322 0.00 -0.01 0.00
C 2.86259 -6.13821 1.78263 0.02 0.01 0.00
C 2.46871 -4.81109 1.77497 -0.03 0.04 0.03
C 3.42619 -3.80523 1.85382 -0.04 -0.08 -0.02
N 3.00258 -2.43597 1.85685 0.01 -0.05 0.03
C 2.15428 -1.87639 0.97344 0.03 0.12 -0.09
N 2.02867 -2.44918 -0.23958 0.00 -0.02 0.00
C 0.83938 -2.47684 -1.03894 -0.06 0.01 0.05
C -0.12194 -1.45656 -0.97763 0.15 0.01 -0.03
C -1.29383 -1.67133 -1.72168 0.04 -0.04 0.04
C -1.48609 -2.80088 -2.49362 -0.11 0.05 -0.03
C -0.47151 -3.74201 -2.58501 0.06 0.00 0.02
C 0.70663 -3.60345 -1.86719 -0.01 -0.04 -0.01
C 1.78800 -4.64809 -1.97942 -0.03 0.04 0.00
N 1.47989 -0.77483 1.23908 0.03 -0.16 0.05
C 0.98022 -0.40870 2.57783 0.01 -0.09 0.20
C -0.96726 -2.00482 3.14641 0.00 -0.02 0.01
C -1.49278 -1.45381 4.23969 0.00 -0.02 0.00
C 0.12752 0.52638 5.08346 -0.02 0.06 -0.01
C 1.47548 0.94046 4.54203 -0.01 0.00 0.05
C 1.91024 0.51571 3.36083 0.01 -0.11 -0.07
C 3.17233 1.00611 2.71610 -0.05 0.02 0.00
H 6.81130 -3.40701 2.07066 0.01 0.01 0.00
H 5.69642 -2.44122 3.02282 0.00 0.00 0.00
H 5.71333 -2.28375 1.26523 0.01 0.01 0.00
H 6.20167 -5.68905 2.09234 0.00 0.00 0.00
H 4.52924 -7.48169 1.90834 0.00 0.00 0.00
H 2.12118 -6.92313 1.72118 0.00 0.00 0.00
H 1.41774 -4.54881 1.71850 0.00 0.00 -0.01
H 3.32734 -1.85011 2.61033 -0.04 0.00 0.02
H 2.65763 -3.22306 -0.40169 0.02 0.00 0.02
H -2.09034 -0.93225 -1.69125 -0.02 0.01 0.00
H -2.40641 -2.94482 -3.04467 0.00 0.01 0.00
H -0.60009 -4.61041 -3.21886 0.01 0.00 0.00
H 1.50490 -5.40534 -2.70651 0.01 -0.01 0.00
H 1.96650 -5.15964 -1.03024 0.01 0.00 0.01
H 2.73508 -4.21683 -2.31632 0.01 -0.02 0.00
H -1.37401 -2.59986 2.33957 -0.01 0.01 0.00
H -2.49068 -1.43121 4.65610 0.00 0.00 0.00
H 0.14715 0.62839 6.16803 0.02 0.02 0.00
H 2.05998 1.64493 5.12286 0.01 0.00 -0.01
H 3.76354 1.58574 3.42267 -0.01 0.01 0.01
H 2.93086 1.65143 1.86552 0.03 -0.01 -0.01
H 3.79613 0.19947 2.32687 0.02 0.01 0.00
N 0.13921 6.92075 5.20837 -0.01 -0.01 0.01
C 0.01976 6.09223 4.14526 0.01 -0.03 -0.04
C 1.13105 5.37224 3.66602 -0.01 0.02 0.02
C 1.00221 4.52391 2.59131 -0.01 -0.05 0.01
C -0.23804 4.37925 1.97323 -0.01 -0.10 -0.09
C -1.35499 5.07904 2.43703 0.00 0.01 -0.02
C -1.22751 5.92236 3.50994 -0.01 0.01 0.02
S -0.44979 3.29656 0.64833 -0.01 0.21 0.00
O -1.12885 3.89689 -0.45813 -0.02 0.07 0.08
O 0.90604 2.73348 0.31815 0.15 0.04 -0.04
N -1.27241 1.97879 1.09382 -0.07 0.07 -0.20
C -0.83640 1.42093 2.30333 -0.23 -0.01 0.32
N -1.29357 1.96064 3.48876 0.04 -0.08 -0.09
C -0.92804 1.53382 4.63888 0.01 -0.03 0.01
C -0.15943 -0.96006 4.77306 0.00 -0.01 -0.01
C 0.44380 -1.53667 3.45122 -0.02 0.07 0.01
N -0.12314 0.38365 2.04920 0.16 0.34 -0.21
H 1.04329 7.13968 5.58620 0.00 0.01 0.00
H -0.62371 7.51657 5.47569 0.01 0.01 0.00
H 2.09602 5.50481 4.13850 0.00 0.00 0.00
H 1.85958 3.98212 2.21553 0.01 0.01 0.01
H -2.31444 4.95462 1.95177 0.00 0.01 0.01
H -2.08759 6.47102 3.87152 0.00 0.00 0.00
H -1.44916 2.02299 5.46182 -0.02 -0.02 0.00
H 0.18598 -1.53730 5.63145 -0.02 0.00 0.01
H 1.19486 -2.30906 3.61203 0.01 -0.01 -0.02
O 2.31197 0.67139 -1.12922 -0.14 0.12 0.00
H 2.25258 0.31940 -2.03003 0.05 -0.02 0.02
H 2.69412 1.55898 -1.20236 -0.02 0.00 0.01
O -0.36243 1.32201 -1.94234 -0.16 0.05 0.24
S -1.33774 1.47553 -3.13013 -0.08 0.09 -0.02
C -1.12063 3.18548 -3.72865 -0.01 -0.01 0.02
C -2.39498 3.96796 -3.40195 -0.01 0.00 0.00
C -3.52681 2.94880 -3.27802 0.02 0.03 0.00
C -2.97019 1.81697 -2.42233 0.02 0.01 0.00
H -0.93796 3.10208 -4.79919 0.00 -0.02 0.00
H -0.22723 3.56584 -3.23555 0.02 -0.02 -0.01
H -2.59592 4.70380 -4.17836 0.00 0.00 0.00
H -2.26646 4.49108 -2.45736 0.01 0.01 -0.01
H -3.82827 2.57434 -4.25887 0.00 0.00 0.00
H -4.41090 3.37493 -2.80614 -0.01 -0.02 0.00
H -3.56305 0.90513 -2.44078 0.02 -0.02 0.01
H -2.78106 2.13899 -1.39518 0.00 -0.01 -0.02
```
Forces are in eV/Å.

Energy relative to the best compared isomer or geometry (same formula, charge and spin), kJ/mol: 257.5
Net charge: +2
Kohn-Sham gap, eV: 7.026
LUMO energy, eV: -5.778
E, eV: -79557.476